Here is a structure of composition C31H44HgN4O7S2Si from OMol25. Energies are from ωB97M-V/def2-TZVPD.

ORCA input file:
```
! wB97M-V def2-TZVPD RIJCOSX def2/J DEFGRID3
* xyz -1 2
Hg 1.42595 -1.20077 0.33374
C -1.10965 -2.14407 5.52144
C -1.45495 -2.02197 4.18174
C -0.49085 -1.80087 3.22654
C 0.86235 -1.70747 3.58434
C 1.19845 -1.78187 4.95024
C 0.22185 -2.01277 5.89374
N 1.80115 -1.57777 2.60224
N 3.03955 -1.80617 2.98724
C 4.02405 -1.69097 2.09434
C 5.28875 -2.20927 2.47084
C 6.34055 -2.10917 1.60574
C 6.13595 -1.48537 0.36954
C 4.87495 -1.00857 0.06184
N 3.84245 -1.09467 0.88704
H -1.87325 -2.33897 6.26154
H -2.48945 -2.11127 3.87954
H -0.75465 -1.72447 2.18254
H 2.23335 -1.66217 5.23354
H 0.49695 -2.09707 6.93724
H 5.37465 -2.70237 3.42684
H 7.31165 -2.50737 1.86914
H 6.93855 -1.37967 -0.34236
H 4.68765 -0.53637 -0.89336
O 1.65185 -4.33657 -1.98596
C 1.88825 -3.21277 -2.42826
N 2.37855 -2.18687 -1.73986
S 2.60105 -0.87007 -2.67006
O 3.98495 -0.59447 -2.96926
O 1.87395 0.24753 -2.12016
C 1.89195 -1.55597 -4.17216
C 1.75145 -1.06777 -5.45046
C 1.28445 -1.93687 -6.43046
C 0.96465 -3.25087 -6.12236
C 1.13405 -3.73757 -4.83506
C 1.62345 -2.87667 -3.86816
H 2.00455 -0.04687 -5.68826
H 1.16425 -1.58157 -7.44366
H 0.57515 -3.89987 -6.89366
H 0.91085 -4.76147 -4.57876
C -0.74345 -4.16467 0.11454
O 0.59995 -3.91207 0.47044
H -0.92545 -5.24707 0.04654
H -0.99595 -3.69957 -0.84346
H -1.38695 -3.74677 0.88734
H 1.14505 -4.19667 -0.29736
C -4.22905 -0.09637 -0.81966
C -4.07485 1.11023 0.10864
C -5.20565 2.12123 -0.13866
C -4.11305 0.63433 1.56374
O -2.86945 1.78663 -0.18686
Si -1.28615 1.48753 0.11864
S -0.88735 -0.56987 -0.18706
O -0.88845 1.87413 1.64484
C -0.81505 3.15783 2.23684
C 0.54135 3.77353 1.89504
C -1.92615 4.07563 1.72584
C -0.97865 2.96433 3.74804
O -0.51185 2.52383 -0.85146
C -0.56415 2.78323 -2.23946
C -1.58785 3.90373 -2.46346
C 0.85125 3.20953 -2.62706
C -0.97315 1.55313 -3.04336
H -5.15435 -0.61757 -0.59336
H -3.38285 -0.76097 -0.67256
H -4.24145 0.22363 -1.85796
H -6.17025 1.65413 0.04644
H -5.17275 2.47523 -1.16686
H -5.09245 2.97903 0.52114
H -5.01845 0.05563 1.74034
H -4.10085 1.48213 2.24654
H -3.24105 0.01653 1.76004
H 0.67085 3.73303 0.81824
H 1.34695 3.20893 2.35454
H 0.58265 4.80663 2.23054
H -1.80405 4.24513 0.66234
H -1.89045 5.02493 2.25474
H -2.89655 3.61553 1.88234
H -0.19995 2.31473 4.13444
H -1.93895 2.49983 3.95614
H -0.93325 3.92353 4.26014
H -1.33115 4.78253 -1.87536
H -2.56685 3.55343 -2.14646
H -1.63025 4.18073 -3.51366
H 1.14805 4.07373 -2.03926
H 0.91055 3.44313 -3.68636
H 1.52495 2.38783 -2.40106
H -1.94385 1.19773 -2.71136
H -0.24225 0.76593 -2.89066
H -1.01605 1.78943 -4.10436
*
```

The expectation value of S² is 0.775. Its maximum force is 1.628 eV/Å. Its gap between HOMO and LUMO (alpha / beta) is 6.07 / 7.53 eV. As for the total energy: -3192.9393 Ha.

=====

Here is a structure of composition C31H44MoN8O3 from OMol25. Energies are from ωB97M-V/def2-TZVPD.

ORCA input file:
```
! wB97M-V def2-TZVPD RIJCOSX def2/J DEFGRID3
* xyz 2 1
Mo -0.21942 0.20412 0.77298
C -0.04438 1.81545 3.48999
C 0.64825 0.48537 3.72800
N 0.09693 -0.59578 2.85801
C -1.08939 -1.26017 3.45936
C -2.32225 -0.42081 3.20289
N -2.24374 0.24353 1.87420
C -2.82356 1.61556 1.92538
C -1.71688 2.69316 1.95413
N -0.37701 2.06255 2.05470
H 0.58335 2.62188 3.87200
H -0.97524 1.85977 4.05224
H 0.54538 0.20447 4.77880
H 1.70828 0.58121 3.52427
H 0.82480 -1.30231 2.77047
H -0.93931 -1.39336 4.53319
H -1.18436 -2.24613 3.01761
H -2.41399 0.35337 3.96237
H -3.22174 -1.03422 3.27516
H -2.77773 -0.30562 1.20064
H -3.47663 1.69398 2.79409
H -3.43926 1.76157 1.04418
H -1.86217 3.37418 2.79460
H -1.73340 3.28895 1.04789
H 0.29889 2.70661 1.65062
C -4.13293 -2.02975 -0.56072
O -2.79619 -1.86139 -0.08205
C -2.26104 -2.88411 0.66089
C -3.02259 -3.87288 1.27201
C -2.40054 -4.87938 2.00013
C -1.01905 -4.92437 2.10443
C -0.26103 -3.94339 1.48665
C -0.87057 -2.90903 0.79263
N -0.06335 -1.89023 0.17099
N 0.74430 -2.43482 -0.66148
C 1.47548 -1.73809 -1.54372
C 1.10804 -0.42080 -1.89286
O 0.31787 0.27035 -1.14073
C 1.53222 0.11555 -3.13751
C 2.39385 -0.58289 -3.91773
C 2.87741 -1.87978 -3.55638
C 3.78549 -2.57348 -4.37576
C 4.20645 -3.83286 -4.03120
C 3.72404 -4.43265 -2.85989
C 2.83784 -3.77029 -2.04203
C 2.40342 -2.48221 -2.37713
H -4.22696 -2.96534 -1.11191
H -4.31684 -1.19205 -1.22738
H -4.85650 -2.01063 0.25689
H -4.09749 -3.87900 1.17097
H -3.00619 -5.64187 2.46955
H -0.53712 -5.72261 2.65062
H 0.82110 -3.96457 1.53335
H 1.18259 1.10234 -3.41062
H 2.74063 -0.15406 -4.85053
H 4.14473 -2.10121 -5.28122
H 4.90539 -4.36453 -4.66122
H 4.05424 -5.42814 -2.59574
H 2.47049 -4.23714 -1.13896
C -2.12921 4.62055 -3.95402
N -1.73385 3.80654 -2.81643
C -2.39614 2.59793 -2.36554
C -1.52745 2.23791 -1.18000
O -1.73756 1.22349 -0.47847
N -0.55326 3.12368 -1.00540
C -0.70278 4.03008 -2.00370
N 0.12259 5.05932 -2.13470
H -3.06296 4.23218 -4.35034
H -1.37994 4.58277 -4.74568
H -2.29588 5.65458 -3.65100
H -2.37231 1.80449 -3.11571
H -3.43293 2.77461 -2.07003
H 0.92446 5.11207 -1.52948
H 0.05798 5.70055 -2.90647
C 2.82062 2.09342 -0.55878
C 2.72864 1.59719 0.88006
C 4.13383 1.42498 1.46288
C 1.95180 0.27874 1.02568
H 3.41045 3.01038 -0.60325
H 1.83659 2.28475 -0.98480
H 3.32670 1.35003 -1.17939
H 2.23533 2.38270 1.47377
H 4.66056 0.62084 0.94491
H 4.10346 1.17326 2.52497
H 4.72159 2.33652 1.35173
H 2.28397 -0.17814 1.95680
H 2.30305 -0.42744 0.26226
*
```

Its maximum force is 2.047 eV/Å. Its gap between HOMO and LUMO (alpha / beta) is 6.73 / 6.73 eV. As for the total energy: -1939.1758 Ha. The calculation puts the energy above the lowest of the compared OMol25 structures with the same formula, charge and spin at 0.000 eV.

=====

Here is a structure of composition C31H44N4OsP2 from OMol25. Energies are from ωB97M-V/def2-TZVPD.

ORCA input file:
```
! wB97M-V def2-TZVPD RIJCOSX def2/J DEFGRID3
* xyz 2 5
Os -0.11306 -0.27710 -0.83753
C -1.19528 1.65234 -1.03273
C -1.68767 0.62720 -1.90033
C -1.32014 0.66758 -3.35979
C 0.14454 0.34790 -3.72634
C 1.04544 -0.03796 -2.56817
C 1.49571 0.93269 -1.61887
C 1.16499 2.40528 -1.75711
C -0.31873 2.77706 -1.53638
C 1.26805 -1.32385 0.20608
H -1.79905 1.89999 -0.15037
H -2.64322 0.15014 -1.66231
H -1.56496 1.68080 -3.70436
H -1.97544 -0.04248 -3.88833
H 0.15298 -0.48487 -4.44707
H 0.58126 1.20358 -4.26345
H 1.67573 -0.92302 -2.72398
H 2.42794 0.71896 -1.08048
H 1.48809 2.76231 -2.74571
H 1.77316 2.95947 -1.02415
H -0.35739 3.58910 -0.79276
H -0.73706 3.19569 -2.46764
H 1.43351 -0.89883 1.20762
H 2.22071 -1.39721 -0.33126
H 0.83510 -2.32603 0.34543
P 1.42056 -0.96228 -7.64453
P -2.00103 -0.68349 -7.43838
N 2.85716 0.03118 -7.89516
N 2.09264 -2.26710 -8.72774
N -2.20170 1.08083 -7.49541
N -3.65484 -0.96925 -8.03879
C 0.36236 -0.16510 -8.94683
C -1.04242 -0.80152 -9.03863
C 3.64021 0.43219 -6.80278
C 4.68993 1.21347 -7.26924
C 4.56335 1.29629 -8.69598
C 3.42891 0.57177 -9.05093
C 2.23974 -3.57814 -8.26756
C 2.73723 -4.37020 -9.29724
C 2.88222 -3.53073 -10.44843
C 2.48676 -2.24919 -10.06752
C -1.90853 1.76503 -6.31614
C -1.95102 3.12675 -6.54361
C -2.22722 3.30658 -7.93539
C -2.35274 2.03875 -8.50036
C -4.46789 -0.28588 -8.95494
C -5.55664 -1.08901 -9.28772
C -5.42008 -2.31227 -8.54783
C -4.26358 -2.21112 -7.79212
H 0.84504 -0.18792 -9.93940
H 0.28676 0.89115 -8.63698
H -1.61143 -0.35107 -9.86951
H -0.96072 -1.88508 -9.23842
H 3.34875 0.12041 -5.81066
H 5.45351 1.67617 -6.66179
H 5.21911 1.82472 -9.37553
H 2.99037 0.42300 -10.02813
H 1.96426 -3.81369 -7.25182
H 2.97167 -5.42318 -9.23484
H 3.22293 -3.82484 -11.43203
H 2.45128 -1.34937 -10.66186
H -1.67670 1.17792 -5.45420
H -1.80595 3.88767 -5.78744
H -2.31291 4.25346 -8.45034
H -2.54208 1.75514 -9.52449
H -4.24154 0.71627 -9.27546
H -6.34710 -0.83796 -9.98100
H -6.09016 -3.15885 -8.58075
H -3.80586 -2.88595 -7.08603
C -0.60936 1.11408 2.22331
C -1.10923 -0.32012 2.11267
C -2.28468 -0.57011 3.06116
C -1.51788 -0.66865 0.66746
H -1.44918 1.82045 2.17229
H 0.09441 1.35419 1.41297
H -0.09568 1.25874 3.18151
H -0.29369 -1.00412 2.38467
H -3.14136 0.05415 2.78436
H -2.59244 -1.61924 3.02872
H -2.00185 -0.32776 4.08830
H -1.63064 -1.76092 0.57549
H -2.50064 -0.21949 0.45220
*
```

The expectation value of S² is 6.049. Its maximum force is 3.910 eV/Å. Its gap between HOMO and LUMO (alpha / beta) is 6.17 / 1.85 eV. As for the total energy: -2199.2009 Ha.